C3H3NO2 | the ωB97M-V functional and the def2-TZVPD basis

* max |F|: 1.22 eV/A
* E_HOMO: -0.409 Eh
* relative energy (zero: lowest compared OMol25 entry of this formula, charge and spin): 3.383 eV
* HOMO-LUMO gap: 9.2 eV

Each line ends with the Löwdin charge.
CARTESIAN COORDINATES (ANGSTROEM)
O 0.0070 -1.7701 -0.2299  0.15
C 0.3419 -0.6167 -0.2541  -0.41
C 0.6480 0.1762 1.0317  -0.21
O 0.6872 -0.4009 2.0815  0.11
C 0.5021 0.1114 -1.5298  -0.13
N 0.6966 0.6385 -2.5419  0.19
H -1.9667 -0.0256 0.4481  0.08
H -1.9127 0.6029 -0.0050  0.08
H 0.8245 1.2648 0.9240  0.13